1.
The following is a DFT calculation (ωB97M-V with the def2-TZVPD basis set) of a structure of composition C27H29NO3P2V in a non-equilibrium geometry.

**Multiplicity**: 2
**Total charge**: +2
**Orbital gap (alpha / beta)**: 0.212 / 0.201 hartree
**Energy above the lowest of the compared OMol25 structures with the same formula, charge and spin**: 0.437 eV

Geometry (Å):
C  0.58682  -2.56212  -1.99694
H  -2.24835  -2.76200  -0.80132
C  -0.32711  -0.30073  2.80748
H  1.74686  1.13985  -4.78589
C  1.59658  0.60817  0.90262
H  -0.17497  1.20930  7.16363
C  3.02792  -2.36738  -2.73624
H  4.85541  0.39848  -3.40145
H  -3.49216  -0.78814  -0.24823
C  -1.13217  3.59024  -2.90158
H  -1.21655  -4.17898  -0.46142
V  0.12284  0.01116  -0.19255
P  -1.85562  0.95371  -0.14190
H  5.11691  -2.08157  -3.25412
C  -1.50823  -1.47542  4.66466
C  -0.67738  -0.43342  4.24415
C  -1.84900  -1.56278  6.01412
H  -2.35864  0.60805  -2.49506
C  3.98569  -0.21385  -3.16252
H  1.04040  -2.87064  1.75684
C  -1.82048  2.49974  0.78295
H  2.10695  4.30942  -3.55794
C  2.19150  1.46128  -3.85006
H  1.30152  -4.05145  0.41499
C  -0.55017  0.45148  6.47564
H  -1.61659  -0.67367  7.97766
N  0.54626  0.35340  -1.95804
H  3.05054  2.05048  -4.15298
C  1.29709  2.35060  -3.07987
H  -2.13154  4.02647  -2.95949
H  -1.32532  2.32519  1.74458
C  -1.46288  -3.16103  -0.15979
C  0.29087  1.68327  -2.33664
C  1.29633  -2.99188  0.69697
H  2.27942  -2.54104  0.50917
H  -0.14694  5.40482  -3.56692
H  0.40966  1.34579  4.74228
H  -3.05396  2.14467  -1.83363
O  -0.73959  -1.19106  2.00327
C  -0.01859  4.35719  -3.28253
C  -2.17079  1.50328  -1.87374
C  -1.00150  2.29458  -2.38512
O  2.65649  0.93855  1.26611
C  2.70220  0.33743  -3.03219
C  1.71318  -0.35637  -2.29968
C  -0.20804  0.53729  5.13053
H  0.81957  -3.62780  -2.00564
H  -0.24541  -2.32670  -2.68271
H  -4.10675  0.73009  0.49482
C  -1.36379  -0.60351  6.91953
P  0.01121  -2.18900  -0.30100
H  -1.79850  -3.14110  0.87593
H  -3.02106  -0.36637  1.41115
C  4.15911  -1.59626  -3.06308
H  3.10112  -3.46045  -2.74289
H  -1.87168  -2.19078  3.92662
H  -1.26627  3.27136  0.23944
C  -3.26545  0.03950  0.42520
C  1.22191  3.72402  -3.29747
O  0.32172  0.75790  2.46917
H  -2.85755  2.81227  0.93563
H  -2.48911  -2.37741  6.35699
C  1.81610  -1.78612  -2.35145

Force components x, y, z for each atom (eV/Å):
-0.1 -0.3 0.1
0.0 -0.1 -0.1
-0.6 -0.2 0.9
-0.4 -0.3 0.0
6.1 1.7 2.7
-0.2 -0.3 -0.1
-0.1 -0.3 0.2
-0.4 0.0 -0.5
-0.1 0.1 0.0
-0.2 -0.2 0.4
-0.1 0.0 0.0
0.7 0.5 -0.9
-2.9 1.9 -0.6
-0.3 0.3 0.1
0.0 0.1 0.3
0.1 0.2 -0.3
0.1 0.2 0.0
-0.1 0.4 0.2
0.1 -0.4 -0.3
0.1 -0.2 -0.3
0.3 0.1 0.5
-0.2 -0.5 -0.4
2.6 1.7 1.1
0.1 0.2 0.1
-0.1 -0.2 -0.1
0.0 0.0 -0.3
-0.7 -0.4 1.9
0.3 0.2 -0.3
-1.0 -0.2 0.4
0.3 -0.1 0.0
-0.2 0.2 -0.1
-0.7 0.1 0.4
-0.1 1.4 -2.3
-0.1 0.3 0.5
-0.2 -0.2 0.0
0.1 -0.4 0.1
-0.1 -0.2 0.3
-0.2 -0.2 -0.1
0.8 1.2 -1.0
-0.2 -0.6 0.7
-0.1 -0.2 0.2
0.7 -0.2 0.6
-3.9 -1.1 -1.3
0.0 -0.9 0.5
1.2 -0.7 -2.3
-0.1 -0.1 0.3
-0.3 -0.1 -0.3
0.3 -0.3 0.1
-0.1 -0.2 0.0
0.1 0.1 -0.3
1.0 -3.0 -0.7
-0.1 -0.1 0.0
-0.2 0.0 -0.1
-0.9 0.2 0.7
-0.1 0.4 -0.1
0.1 0.1 0.3
-0.1 -0.1 0.0
-0.3 -0.4 0.4
-0.2 0.6 -0.4
-0.1 -0.7 -1.5
0.1 0.1 0.0
0.2 0.3 0.0
0.1 1.1 0.8

Atomic partial charges in e from the Löwdin method, atoms 1 to 8: atom 1 (C): -0.252, atom 2 (H): 0.059, atom 3 (C): -0.522, atom 4 (H): 0.163, atom 5 (C): -0.078, atom 6 (H): 0.118, atom 7 (C): -0.014, atom 8 (H): 0.133


2.
The following is a DFT calculation (ωB97M-V with the def2-TZVPD basis set) of a structure of composition C27H30Cl3N4NiO4SSi2.

**Total charge**: -1
**Orbital gap**: 0.234 hartree
**Energy above the lowest of the compared OMol25 structures with the same formula, charge and spin**: 0.018 eV

Geometry (Å):
C  -1.29841  5.98350  -1.56040
H  -2.25433  2.49216  -2.90443
S  -3.40755  2.81148  -0.32305
H  -6.01057  -1.11956  1.05805
C  -0.88347  5.60224  -2.82976
C  0.37968  -4.20718  -2.43613
Si  1.90227  -0.27948  -0.01510
N  -2.29189  -0.78350  0.10859
H  2.38351  0.89706  -2.18220
H  0.13666  -7.26763  3.09291
H  0.24324  -4.49618  2.50721
N  0.09494  -2.49353  -0.79548
H  0.36825  7.33375  -3.08525
C  -2.01546  3.48565  -2.55066
H  0.25950  -2.99633  1.16235
H  -0.66016  6.97049  -4.47037
C  0.14658  -2.88684  -2.07966
H  2.40499  -0.83226  -2.39893
C  2.70190  1.04515  1.11295
C  -4.96921  -1.03500  0.77763
C  -2.40107  3.88785  -1.27876
C  -1.24965  4.34673  -3.31260
C  3.03006  1.94452  3.34959
H  0.41533  -4.47747  -3.48125
Cl  0.37513  3.04016  -0.18093
N  0.54650  -5.41615  2.23879
H  -1.00691  6.95147  -1.17193
C  -2.85960  -1.98622  0.28143
C  2.44531  1.03150  2.48518
C  -4.40811  0.20768  0.62235
O  -4.44962  2.31461  -1.18292
C  4.18017  2.93212  1.49781
Cl  -0.68185  0.18140  -2.62074
C  -2.05658  5.12798  -0.77577
H  4.35048  3.62823  3.52205
H  -4.98892  1.09683  0.79597
C  3.58879  2.01437  0.64611
Ni  -0.29683  -0.57951  -0.32505
O  1.03826  -6.93068  0.65670
C  -3.06300  0.30828  0.24228
C  0.73017  -6.36743  3.30176
H  2.73991  -2.69907  0.06380
H  -4.58472  -3.16598  0.70257
C  2.79443  -1.82439  0.71182
C  0.27776  -3.40689  0.15996
O  0.29477  -5.71493  4.47227
C  -0.05609  6.52477  -3.67809
Si  -0.61364  1.35126  0.51188
H  -0.02067  -2.09277  -2.79787
C  0.49882  -4.74845  -0.10880
H  -2.20970  -2.83669  0.15863
C  0.55714  -5.15107  -1.44542
H  3.81149  2.06720  -0.41125
H  -2.36192  5.40143  0.22345
H  1.78959  -6.65095  3.37372
Cl  -0.80693  1.80938  2.56941
H  0.76226  5.98558  -4.15469
H  2.41988  -2.10556  1.69703
H  3.84928  -1.57496  0.83274
H  2.79244  1.91726  4.40539
C  -4.18618  -2.16891  0.59086
H  0.74830  -6.19041  -1.66851
H  -0.90737  4.02616  -4.28834
H  0.44627  -6.29055  5.22553
H  1.74945  0.30496  2.88653
C  0.71641  -5.78636  0.94835
C  2.71028  -0.03505  -1.72229
H  3.80013  -0.04275  -1.64829
N  -2.42315  1.52964  0.06372
H  4.85440  3.68142  1.10010
C  3.90032  2.90256  2.85554
O  -3.81157  3.50384  0.87193

Force components x, y, z for each atom (eV/Å):
0.0 0.0 0.0
0.0 0.0 0.0
0.0 0.1 0.1
0.0 0.0 0.0
0.0 -0.1 0.0
0.0 0.1 0.1
0.2 0.1 -0.1
-0.2 -0.1 -0.1
0.0 0.1 0.0
0.1 0.1 0.0
0.0 0.0 0.0
0.0 -0.1 -0.4
0.0 0.0 0.0
0.1 0.0 0.1
0.0 -0.1 0.0
0.0 0.0 0.0
0.0 0.0 0.4
-0.1 -0.1 0.0
-0.1 -0.1 0.0
0.0 0.0 0.0
-0.1 -0.1 -0.1
0.0 0.0 0.0
0.0 0.0 0.0
0.0 0.0 0.0
0.0 0.1 0.0
-0.1 0.1 -0.1
0.0 0.0 0.0
0.0 0.2 0.0
0.0 0.0 0.0
-0.1 -0.2 0.0
0.0 0.0 -0.1
0.1 0.1 0.0
-0.1 0.1 -0.2
0.0 0.0 0.0
0.0 0.0 0.0
0.0 0.0 0.0
0.0 -0.1 -0.1
0.2 0.0 0.4
0.0 0.1 0.1
0.0 -0.1 0.1
0.1 -0.3 0.0
0.0 -0.1 -0.1
0.0 0.0 0.0
0.0 0.2 -0.1
-0.1 0.0 -0.1
-0.1 0.1 0.0
0.0 0.0 0.0
0.0 0.1 -0.2
0.0 0.1 -0.1
0.0 -0.1 -0.2
0.1 -0.1 0.0
0.0 0.1 0.3
0.0 0.0 -0.1
0.0 0.0 0.0
-0.1 0.0 0.0
0.0 -0.1 0.0
0.0 0.0 0.0
-0.1 0.0 0.1
0.1 0.1 0.0
0.0 0.0 0.0
0.0 0.0 0.0
0.0 -0.1 0.0
0.0 0.0 0.0
0.0 0.0 0.0
0.0 -0.1 0.0
0.0 -0.1 0.0
-0.1 0.0 0.3
0.1 0.0 0.0
0.2 0.1 -0.2
0.0 0.0 0.0
0.0 0.1 0.1
0.1 0.1 0.0

Atomic partial charges in e from the Löwdin method, atoms 1 to 8: atom 1 (C): -0.051, atom 2 (H): 0.071, atom 3 (S): 0.622, atom 4 (H): 0.106, atom 5 (C): -0.276, atom 6 (C): -0.027, atom 7 (Si): 0.507, atom 8 (N): 0.041


3.
The following is a DFT calculation (ωB97M-V with the def2-TZVPD basis set) of a structure of composition C27H30F5N5O5SSeTeW in a non-equilibrium geometry.

**Total charge**: -2
**Orbital gap (alpha / beta)**: 0.166 / 0.167 hartree
**Energy above the lowest of the compared OMol25 structures with the same formula, charge and spin**: 4.043 eV

Geometry (Å):
H  1.24632  3.08572  4.52387
N  0.21483  1.86348  -0.56667
H  -0.14731  4.91872  4.00673
H  -7.52816  -2.41097  2.23286
O  1.01305  -2.31897  -1.14853
C  2.84718  -0.46506  -1.78493
C  -0.76970  4.27092  2.08045
O  -0.95714  -3.83323  -1.45391
H  -5.38296  -2.18805  1.03420
H  3.53042  -2.02124  3.09299
C  5.00799  -1.08371  -2.98340
W  -0.10132  -0.45031  -0.83226
H  2.51064  0.87916  1.12347
H  1.47254  2.59887  -3.04108
C  -0.06968  4.12788  3.27165
C  3.73390  -0.88516  1.28996
H  6.06455  -1.19337  -2.75212
C  1.94628  -0.38228  -2.95977
H  4.81062  -0.50197  -1.00452
H  3.86918  -1.76333  0.65328
C  2.94176  -1.28961  2.53185
F  -1.64507  0.64747  -1.22291
C  -5.67325  -1.45952  1.77398
C  1.56904  -1.88071  2.19157
H  -4.72266  1.41793  3.26104
C  0.32421  1.34601  1.70284
H  1.60486  -2.21600  1.15967
H  0.38880  0.95123  -4.55956
H  0.17684  3.78423  -1.36747
H  1.37603  -2.77911  2.78028
C  -6.87910  -1.56522  2.44525
H  3.88353  0.88889  0.06072
H  -0.03642  3.22274  -3.71881
N  -7.33256  -0.70217  3.36240
H  4.73104  -0.54981  1.59898
C  0.70795  3.02646  3.58125
S  0.00533  -3.29503  -0.53233
O  0.69490  -4.29666  0.23266
F  -3.27533  -3.57819  -0.06210
N  0.82612  0.22178  -2.62443
Se  -3.13804  -0.11101  1.22387
C  -4.83736  -0.37020  2.05281
H  1.37630  -0.74748  -4.93447
C  -0.16341  2.78228  -1.64884
H  1.43204  1.08363  3.47611
H  -0.54360  -1.53040  2.38542
H  -1.30899  3.88566  0.10912
C  0.84628  1.81032  2.93416
H  2.84016  -0.41683  3.18593
C  0.37707  -0.95058  2.38516
N  0.23752  0.07627  1.33989
C  4.65868  -1.42657  -4.28300
H  3.29256  -1.61508  -5.86125
C  4.24607  -0.66300  -1.91071
C  3.39213  -1.29700  -4.82731
C  0.38444  2.47856  -3.03545
H  -0.99143  0.82770  -3.45689
C  -5.30940  0.54558  3.00263
F  -4.89431  -2.07847  -1.11514
O  -0.69362  -2.22707  0.37678
F  -3.61409  -0.78358  -2.74721
Te  -2.94198  -2.04513  -1.35596
C  2.23076  -0.79378  -4.27212
H  0.43446  -0.46906  3.36014
H  -1.25615  2.80863  -1.71229
O  -1.00492  -1.35189  -2.18503
F  -3.29500  -3.26709  -2.77147
C  3.09276  0.24516  0.46111
C  -6.53313  0.33254  3.61373
C  0.07172  1.06741  -3.52298
H  5.44442  -1.80689  -4.92374
N  2.24590  -0.14034  -0.66394
H  -6.89332  1.04683  4.35290
H  -1.41120  5.14491  2.01266
C  -0.03208  2.30166  0.64576
C  -0.71851  3.51249  0.93250

Force components x, y, z for each atom (eV/Å):
0.0 0.0 0.0
0.0 -0.1 0.1
0.0 0.0 0.0
0.0 0.0 0.0
0.3 0.3 0.1
-0.1 -0.1 0.2
0.0 0.1 -0.2
0.4 0.0 -0.3
0.0 -0.1 -0.1
0.0 0.0 0.0
0.0 0.0 0.1
0.3 -0.9 -2.8
0.0 0.0 0.0
0.0 0.0 0.0
0.1 -0.1 0.0
0.0 0.0 0.0
0.0 0.0 0.0
0.2 0.2 0.2
0.0 0.0 0.0
0.0 0.0 0.0
0.0 0.1 0.0
0.3 -0.3 1.0
0.0 0.2 0.2
0.0 0.1 0.0
0.1 0.0 0.0
-0.4 -0.1 0.0
0.0 -0.1 0.1
0.0 0.0 0.0
0.0 0.0 0.0
0.0 0.0 0.0
0.0 -0.1 -0.1
0.0 0.0 0.0
0.0 0.0 0.0
-0.1 -0.1 0.0
0.0 0.0 0.0
0.0 0.0 0.2
-0.1 -0.6 0.5
0.2 0.3 0.2
0.2 0.0 -0.2
0.0 -0.6 0.1
-0.5 0.4 0.4
0.5 0.0 -0.1
0.0 0.0 0.0
-0.1 0.0 0.1
0.0 0.1 0.0
0.0 0.1 0.0
-0.1 0.0 0.1
0.0 0.0 -0.1
0.0 0.0 0.0
-0.1 -0.1 0.0
-0.3 0.0 -0.3
-0.1 0.0 0.0
0.0 0.0 0.0
0.1 0.0 -0.1
0.0 0.0 -0.1
0.0 -0.1 0.0
0.0 0.0 0.0
-0.1 -0.1 0.0
0.3 0.2 0.0
0.6 1.0 -1.4
0.5 0.2 0.1
-4.8 -1.3 0.3
0.0 0.1 0.0
-0.1 0.0 0.0
0.0 0.1 0.0
2.2 2.1 2.1
0.4 -0.1 0.1
-0.1 0.0 0.1
0.1 0.1 0.0
-0.2 -0.1 0.0
0.0 0.0 0.0
-0.1 -0.3 -0.2
0.0 0.0 0.0
0.0 0.0 0.0
0.2 -0.2 -0.1
0.1 0.1 0.0

Atomic partial charges in e from the Löwdin method, atoms 1 to 8: atom 1 (H): 0.097, atom 2 (N): -0.041, atom 3 (H): 0.083, atom 4 (H): 0.088, atom 5 (O): -0.438, atom 6 (C): -0.231, atom 7 (C): -0.094, atom 8 (O): -0.355